Density functional theory data (the ωB97M-V functional and the def2-TZVPD basis) for C56H39BrCl5KN3O3P2S3 as an isolated structure.

Last column: Löwdin charge in e.
Geometry (Å):
Br (-4.50, -4.55, 4.61)  0.70
K (1.75, -0.43, 0.76)  0.52
Cl (1.84, -1.84, -1.73)  0.62
Cl (7.27, 0.62, -3.61)  0.62
Cl (6.04, -1.80, -5.14)  0.63
Cl (3.32, -3.03, -4.19)  0.62
Cl (5.83, 1.83, -1.13)  0.63
S (4.51, -3.24, 3.30)  1.05
S (1.02, 1.69, -1.66)  0.91
S (5.29, 3.00, 2.59)  1.03
P (-1.61, -0.39, -1.90)  1.11
P (-0.80, 1.41, 1.13)  1.07
O (-0.89, -1.08, 2.50)  -0.07
O (2.05, 2.66, -2.10)  -0.50
O (1.04, -2.20, 2.24)  -0.14
N (-0.73, -5.73, 3.47)  0.07
N (3.63, 1.33, 1.61)  0.05
N (3.93, -1.59, 1.46)  0.03
C (1.52, 2.19, 4.41)  -0.07
C (5.21, -1.13, -3.77)  -0.72
C (0.77, 0.96, -5.62)  -0.06
C (-1.69, -5.00, -1.79)  -0.09
C (-4.96, 1.16, 3.16)  -0.10
C (-4.90, 1.78, -2.94)  -0.08
C (0.76, 1.57, 3.43)  -0.09
C (-0.18, -4.59, 3.07)  -0.08
C (-4.36, -0.90, -2.49)  -0.08
C (3.85, 0.00, -1.54)  -0.17
C (0.41, 0.99, -3.25)  -0.36
C (4.49, 0.62, 2.42)  -0.33
C (-2.15, -4.22, -0.74)  -0.07
C (-0.70, 0.16, -3.38)  -0.37
C (1.14, 4.32, 3.37)  -0.09
C (-2.20, 3.65, 0.01)  -0.08
C (3.31, 3.59, 0.69)  -0.08
C (5.06, 0.47, -1.99)  -0.67
C (-0.37, 0.19, -5.78)  -0.07
C (-0.70, 3.71, -2.31)  -0.08
C (5.76, -0.04, -3.08)  -0.71
C (-2.76, 2.12, 3.10)  -0.09
C (-1.10, -0.20, -4.67)  -0.10
C (4.38, -0.85, 2.53)  -0.33
C (0.37, 3.71, 2.39)  -0.11
C (-1.61, -2.21, -1.97)  -0.39
C (-0.43, 2.76, -1.33)  -0.37
C (-4.01, 2.02, 3.69)  -0.09
C (3.95, 2.59, 1.58)  -0.66
C (-2.43, 1.36, 1.99)  -0.36
C (-3.32, 0.02, -2.43)  -0.35
C (0.18, 2.33, 2.40)  -0.36
C (-2.48, 4.58, -0.97)  -0.08
C (-3.39, 0.48, 1.48)  -0.10
C (-1.99, -5.69, 3.91)  -0.21
C (-2.09, -2.84, -0.82)  -0.11
C (-1.16, 2.72, -0.13)  -0.36
C (-4.65, 0.39, 2.05)  -0.08
C (-1.18, -4.39, -2.93)  -0.08
C (4.01, -1.67, -3.35)  -0.71
C (-1.72, 4.62, -2.14)  -0.08
C (1.72, 3.57, 4.38)  -0.09
C (-0.84, -3.37, 3.07)  -0.10
C (5.44, 1.36, 3.05)  -0.35
C (3.94, -2.86, 1.72)  -0.64
C (3.46, -3.91, 0.78)  -0.08
C (-1.14, -3.00, -3.02)  -0.10
C (3.39, -1.08, -2.25)  -0.65
C (1.16, 1.38, -4.35)  -0.07
C (-2.15, -3.33, 3.53)  -0.05
C (-5.93, 0.85, -3.01)  -0.10
C (4.73, -1.58, 3.63)  -0.35
C (-5.66, -0.49, -2.78)  -0.09
C (-2.72, -4.51, 3.96)  -0.67
C (-3.61, 1.37, -2.65)  -0.09
C (-0.17, -2.10, 2.55)  -0.64
H (-0.72, -2.54, -3.90)  0.09
H (-2.80, 3.62, 0.91)  0.10
H (-1.72, -6.08, -1.72)  0.10
H (3.93, -3.78, -0.19)  0.08
H (-3.30, 5.28, -0.83)  0.10
H (3.55, 4.61, 0.99)  0.08
H (-0.80, -4.99, -3.74)  0.10
H (-6.94, 1.17, -3.23)  0.10
H (-0.07, 4.31, 1.61)  0.10
H (-0.08, 3.73, -3.20)  0.11
H (3.65, 3.42, -0.33)  0.04
H (2.38, -3.80, 0.65)  0.06
H (5.09, -1.22, 4.58)  0.07
H (0.59, 0.50, 3.46)  0.09
H (-2.43, -6.62, 4.24)  0.09
H (2.23, 3.47, 0.69)  0.05
H (-6.46, -1.22, -2.82)  0.10
H (-5.37, -0.30, 1.63)  0.10
H (1.36, 1.25, -6.48)  0.11
H (-2.68, -2.38, 3.53)  0.11
H (1.30, 5.39, 3.34)  0.10
H (1.97, 1.59, 5.19)  0.11
H (-1.94, 5.35, -2.91)  0.10
H (-2.40, -2.23, 0.02)  0.09
H (0.84, -4.63, 2.71)  0.11
H (-1.99, -0.80, -4.79)  0.11
H (3.67, -4.91, 1.16)  0.07
H (2.03, 1.99, -4.19)  0.11
H (-0.69, -0.12, -6.77)  0.10
H (6.24, 1.01, 3.69)  0.07
H (-4.17, -1.95, -2.31)  0.10
H (-3.14, -0.15, 0.63)  0.07
H (-4.24, 2.61, 4.56)  0.10
H (-2.02, 2.79, 3.54)  0.10
H (2.33, 4.04, 5.13)  0.10
H (-2.82, 2.11, -2.60)  0.08
H (-5.10, 2.83, -3.11)  0.10
H (-2.53, -4.69, 0.16)  0.10
H (-5.94, 1.08, 3.62)  0.10

total charge = -1
energy = -9899.722093 Ha
highest occupied orbital energy = -4.96 eV
Kohn-Sham gap = 7.02 eV
ΔE to the lowest compared entry with this formula, charge and spin = 7.1 kcal/mol